{
  "formula": "C50H56GeN4OP2ReSSi2",
  "method": "ωB97M-V with the def2-TZVPD basis set",
  "multiplicity": 4,
  "e_lumo_ha": [0.14883, 0.14856],
  "total_charge": -2,
  "s2": 3.78,
  "homo_energy_ev": [0.663, -1.392],
  "elements": ["Re", "C", "Si", "C", "C", "N", "P", "C", "P", "N", "Si", "C", "C", "C", "C", "C", "C", "C", "C", "C", "C", "C", "C", "C", "C", "C", "C", "C", "C", "C", "C", "C", "C", "C", "C", "C", "C", "C", "H", "H", "H", "H", "H", "H", "H", "H", "H", "H", "H", "H", "H", "H", "H", "H", "H", "H", "H", "H", "H", "H", "H", "H", "H", "H", "H", "H", "H", "H", "H", "H", "H", "H", "H", "H", "H", "H", "O", "S", "N", "N", "H", "H", "H", "C", "Ge", "C", "C", "C", "C", "C", "C", "C", "C", "C", "C", "C", "C", "C", "C", "C", "C", "C", "C", "H", "H", "H", "H", "H", "H", "H", "H", "H", "H", "H", "H", "H", "H", "H"],
  "positions_angstrom": [[0.07518, -1.14677, -0.08010], [-1.24549, 4.67125, 0.79422], [0.03046, 4.08331, -0.46544], [-1.12311, 3.69969, -1.91517], [0.97695, 5.59166, -1.06027], [0.94268, 2.79056, 0.09103], [2.00337, 1.73728, 0.52878], [1.60640, 0.10607, -0.13995], [2.34927, -1.17545, -1.20106], [0.97843, -1.88104, -1.76887], [0.41563, -3.02708, -2.97266], [0.20299, -4.71525, -2.10829], [1.43194, -3.04664, -4.60500], [-1.29671, -2.39951, -3.30072], [3.29387, -2.46813, -0.40643], [3.91449, -2.18892, 0.81109], [4.54343, -3.21073, 1.53164], [4.50724, -4.50429, 1.06684], [3.86036, -4.80699, -0.13354], [3.28505, -3.77799, -0.93527], [3.42703, -0.69620, -2.48166], [2.96234, 0.18813, -3.49793], [3.81322, 0.63314, -4.49322], [5.09112, 0.06353, -4.62072], [5.46249, -0.94889, -3.74161], [4.63490, -1.35971, -2.68183], [2.01026, 1.78769, 2.32529], [1.91786, 0.62704, 3.11133], [1.79762, 0.69584, 4.50029], [1.58646, 1.94268, 5.13276], [1.68441, 3.08975, 4.39087], [1.90123, 3.05251, 2.97780], [3.58784, 2.36964, -0.03078], [4.69936, 2.52123, 0.86992], [5.77027, 3.34815, 0.54013], [5.76774, 4.03270, -0.66626], [4.75787, 3.79481, -1.62320], [3.63850, 3.08835, -1.25103], [-1.82913, 5.36121, 0.27240], [-0.76059, 5.16527, 1.70664], [-1.83209, 3.82206, 1.25019], [-1.65718, 4.61592, -2.20491], [-1.87336, 3.01527, -1.61378], [-0.55297, 3.31874, -2.76911], [0.26509, 6.34402, -1.45100], [1.72776, 5.44750, -1.86571], [1.55406, 6.10284, -0.25844], [-0.88407, -4.85880, -2.00537], [0.62500, -4.86130, -1.12153], [0.62443, -5.56429, -2.68050], [2.34248, -2.42072, -4.51515], [0.86029, -2.60637, -5.38165], [1.69391, -4.05480, -4.81217], [-1.74785, -3.09652, -4.03238], [-1.24715, -1.43909, -3.86842], [-1.90160, -2.33634, -2.41028], [3.82669, -1.23152, 1.30721], [5.16718, -3.01748, 2.42559], [5.02394, -5.34194, 1.53730], [3.74419, -5.82993, -0.48371], [2.89127, -4.03013, -1.93716], [1.92071, 0.59336, -3.54385], [3.45917, 1.42490, -5.14982], [5.85316, 0.51806, -5.27638], [6.42180, -1.48482, -3.78366], [5.04650, -2.09716, -2.00800], [1.95762, -0.38277, 2.64574], [1.81553, -0.26411, 5.07810], [1.43787, 1.97138, 6.22282], [1.66123, 4.09227, 4.85087], [1.96795, 4.01899, 2.42914], [4.69873, 1.93618, 1.82285], [6.49082, 3.39752, 1.33830], [6.55982, 4.71116, -0.86595], [4.86819, 4.21031, -2.58555], [2.73997, 3.06845, -1.93930], [-0.36884, -4.48887, 1.74641], [0.30277, -3.32583, 2.39477], [0.22073, -2.03254, 1.55171], [-0.98905, -1.47114, 6.47137], [-1.46827, -2.37684, 6.46576], [-1.08687, -1.20903, 5.46968], [0.04167, -1.64083, 6.58761], [-1.61354, -0.37130, -0.08010], [-3.37800, -0.23041, 0.40068], [-4.58981, -0.75324, -1.11375], [-4.56605, -2.10909, -1.52382], [-5.44134, -2.57155, -2.49160], [-6.37106, -1.69705, -3.04346], [-6.47711, -0.38272, -2.59463], [-5.57035, 0.09107, -1.63795], [-3.93925, -1.64382, 1.63977], [-3.06829, -1.81447, 2.71101], [-3.28947, -2.89039, 3.58217], [-4.43631, -3.67373, 3.46257], [-5.25456, -3.54531, 2.31119], [-5.09204, -2.47732, 1.44844], [-4.01932, 1.51426, 1.09863], [-4.32918, 1.71398, 2.44045], [-4.93816, 2.90571, 2.84056], [-5.16063, 3.91947, 1.89234], [-4.85884, 3.71221, 0.56248], [-4.21230, 2.54824, 0.14639], [-3.86493, -2.77648, -1.08953], [-5.31475, -3.58491, -2.91565], [-7.04862, -2.19227, -3.77473], [-7.19619, 0.25249, -3.06639], [-5.71212, 1.07751, -1.25213], [-2.20999, -1.15456, 2.78064], [-2.51864, -3.04810, 4.40614], [-4.52527, -4.42263, 4.23821], [-6.14558, -4.14993, 2.16578], [-5.88962, -2.14047, 0.73504], [-4.19344, 0.89236, 3.14197], [-5.20191, 3.08265, 3.89988], [-5.50124, 4.87194, 2.22659], [-5.10908, 4.42075, -0.17662], [-3.83745, 2.39344, -0.87225]],
  "forces_ev_per_a": [[-6.0575, 0.9334, 1.6952], [1.8034, -1.2215, 2.6816], [-0.3112, -1.3809, 0.4246], [0.9054, 0.8452, -0.3156], [0.8965, 1.1188, -0.0829], [0.0294, 0.8234, -0.2331], [-2.3382, -1.3464, -2.2853], [3.2237, 0.1477, -1.0721], [-1.8202, 1.9624, 1.4761], [1.6197, -0.0092, -1.1567], [0.0391, 0.7637, 1.5314], [0.0583, -0.5494, -0.8840], [0.5218, 0.8960, 1.8978], [0.1637, -0.0961, -2.0087], [0.0879, -0.6879, 0.4639], [-0.0672, -0.9919, 0.6059], [0.8969, 0.2905, 0.2839], [-0.0702, -0.9892, -0.9574], [-0.7938, 1.0889, -1.1414], [0.9504, -0.6439, 1.3351], [0.2698, 0.0193, -2.3238], [-0.4396, 0.3913, 0.3609], [0.3550, -0.4109, -0.0312], [0.4421, 0.5493, 0.3804], [0.1967, -0.6204, 0.3500], [0.6231, 1.3370, -0.8509], [-0.3043, 0.7072, 1.4913], [0.5417, -0.5520, -0.0958], [-0.5472, -0.1143, 0.3782], [0.6309, -1.5448, 0.4816], [0.4292, 1.4026, -1.8028], [0.0098, -0.6669, 0.8011], [1.9496, 1.3501, 0.7758], [-1.3484, -1.1339, -0.8693], [-1.1043, -0.4944, 0.4548], [-0.3290, -0.9080, -0.1593], [0.7909, 0.1609, 1.9138], [-1.3073, -1.1589, -0.4427], [-1.4255, 1.2165, -0.5136], [-0.5494, -0.3444, -1.2052], [0.3924, 0.8038, -0.8460], [0.2186, -0.0051, -0.1021], [-0.5474, -1.0336, 0.2136], [-0.2618, -0.0716, -0.0311], [0.1374, -0.2680, 0.1685], [-0.4745, -0.2836, 0.3100], [-0.3565, -0.3147, -0.2076], [0.2914, -0.1304, -0.0453], [0.0582, 0.5857, 0.3603], [-0.3611, 0.2264, -0.1248], [-0.3013, -0.4630, 0.0714], [-0.7076, 0.2077, -0.8864], [0.3437, -0.8999, -0.5187], [-0.1994, 0.0238, 0.3123], [-0.1033, -0.3818, 0.7725], [-0.1255, 0.2410, 0.2220], [-0.0273, 0.3052, -0.4611], [-0.7628, 0.1598, -0.4389], [-0.1811, 0.3926, 0.3457], [0.3009, 0.0634, 0.1202], [0.0220, 0.3231, 0.8251], [0.9467, -0.4839, 0.7185], [0.2024, -0.2026, -0.0703], [-0.6045, -0.5009, 0.0394], [-0.2617, 0.5775, -0.3763], [-0.3212, 0.0146, 0.1105], [-0.1072, 0.8761, 0.1261], [-0.1912, 1.0732, -0.5087], [0.0385, 0.0745, -0.5682], [-0.2394, -0.6496, -0.0837], [-0.0907, -1.0303, 0.2800], [-0.0323, 0.7229, -0.8581], [0.6654, 0.5893, -0.2647], [0.6521, 0.4325, -0.3855], [-0.1660, 0.6253, -0.9470], [1.1462, -0.1874, 0.9403], [-0.0822, -0.9784, -0.0709], [-0.2409, 0.3225, -0.0266], [0.8170, -0.1034, 0.9989], [0.7912, -0.2157, -1.0350], [0.4583, 0.1538, 0.3394], [0.2235, 0.1201, 0.8271], [-1.4529, -0.0368, -0.1685], [2.5350, -0.7320, -0.4456], [-0.8141, -0.2203, -0.4366], [-0.2556, -0.0771, 0.3122], [-0.3852, 1.3284, -0.4797], [0.6384, -0.0843, -0.3032], [-0.6965, -0.9289, -0.3280], [0.6410, -0.7811, -0.3000], [-0.3511, -1.1134, -0.3615], [-0.7542, 0.2535, -0.0043], [-0.5815, -1.1772, -0.4356], [0.7499, 0.7527, 1.0997], [1.1338, -0.1184, -0.8761], [-0.6987, 0.3954, 1.0914], [0.9823, 1.3499, 0.4686], [0.4427, 0.1004, -1.0638], [-0.8756, 0.0895, -0.1808], [0.3973, 0.5126, 0.1103], [0.1624, -1.0410, 0.7431], [0.7832, -0.9333, -0.2126], [-0.1882, -0.6534, 1.2660], [0.6726, -0.4650, 0.3540], [-0.2982, 0.5263, 0.4880], [0.3035, 1.0190, 0.3359], [-0.4538, 0.4486, 0.0243], [0.1513, 0.5393, 0.0660], [0.1747, -0.2381, 0.1174], [-1.3126, 0.0006, -1.0202], [-0.5384, -0.3672, -0.3235], [0.1057, -0.2188, 0.2854], [1.0526, -0.8592, 0.4717], [0.0237, 0.1798, -0.0272], [0.2290, -0.1260, -0.6706], [-0.5514, 0.5329, 0.1035], [-0.0942, 1.0903, -0.6219], [-0.4579, 0.2026, 0.3264]]
}